Entry 1:
ORCA calculation (ωB97M-V with the def2-TZVPD basis set) on 10 unconnected molecules or ions with the total composition C30H80O10 at a distorted geometry.

Last columns: bonded neighbours and bond lengths (Å).
CARTESIAN COORDINATES (ANGSTROEM)
1 O -8.4286 19.9133 16.5903  C27 1.421, H50 0.960
2 O -13.7834 17.6701 14.2029  C14 1.439, H45 0.960
3 O -14.5367 16.6980 16.7870  C22 1.421, H120 0.960
4 O -14.8887 14.1086 17.2382  C29 1.419, H89 0.960
5 O -15.1802 21.9988 19.9287  C21 1.414, H62 0.960
6 O -16.0741 13.1419 19.4783  C34 1.353, H84 0.960
7 O -12.8524 22.0280 12.2652  C12 1.382, H78 0.960
8 O -16.4050 18.5804 13.0276  C18 1.422, H69 0.960
9 O -15.9545 19.9102 21.7337  C35 1.361, H86 0.960
10 O -12.6300 17.4612 24.1801  C17 1.339, H112 0.960
11 C -15.6387 12.7302 21.7723  C34 1.553, H46 1.090, H48 1.090, H81 1.090
12 C -12.5066 22.7796 13.3721  O7 1.382, C28 1.511, C31 1.447, H70 1.090
13 C -13.7090 18.9726 17.1362  C22 1.544, H80 1.090, H87 1.090, H100 1.090
14 C -12.9197 17.3702 13.0920  O2 1.439, C16 1.520, C36 1.531, H88 1.090
15 C -17.8691 20.1624 13.9630  C18 1.504, H72 1.090, H74 1.090, H83 1.090
16 C -12.8235 18.6213 12.2344  C14 1.520, H82 1.090, H101 1.090, H109 1.090
17 C -13.2490 16.2778 24.0789  O10 1.339, C25 1.519, C37 1.533, H55 1.090
18 C -16.9303 19.0286 14.2704  O8 1.422, C15 1.504, C26 1.516, H64 1.090
19 C -13.8853 13.1908 20.0327  C34 1.542, H44 1.090, H104 1.090, H119 1.090
20 C -15.9715 14.0517 15.2063  C29 1.575, H75 1.090, H99 1.090, H105 1.090
21 C -13.8525 22.3907 20.2184  O5 1.414, C23 1.509, C24 1.511, H52 1.090
22 C -14.7173 17.8807 17.5531  O3 1.421, C13 1.544, C38 1.564, H68 1.090
23 C -13.1287 21.1532 20.6902  C21 1.509, H43 1.090, H93 1.090, H117 1.090
24 C -13.3571 22.8821 18.8782  C21 1.511, H54 1.090, H102 1.090, H107 1.090
25 C -12.2418 15.1992 23.7206  C17 1.519, H42 1.090, H56 1.090, H111 1.090
26 C -17.6591 17.8820 14.9431  C18 1.516, H47 1.090, H92 1.090, H98 1.090
27 C -9.6768 20.5287 16.8769  O1 1.421, C32 1.548, C33 1.497, H77 1.090
28 C -12.8506 21.9297 14.5734  C12 1.511, H58 1.090, H67 1.090, H96 1.090
29 C -14.6850 13.5370 15.9559  O4 1.419, C20 1.575, C39 1.489, H106 1.090
30 C -17.3412 17.9578 22.1265  C35 1.567, H57 1.090, H76 1.090, H110 1.090
31 C -13.1841 24.0465 13.1991  C12 1.447, H59 1.090, H61 1.090, H65 1.090
32 C -9.3851 22.0486 16.9239  C27 1.548, H53 1.090, H66 1.090, H94 1.090
33 C -10.3549 19.9650 18.0863  C27 1.497, H51 1.090, H63 1.090, H115 1.090
34 C -15.3041 13.5663 20.5070  O6 1.353, C11 1.553, C19 1.542, H90 1.090
35 C -17.1127 19.3032 21.3562  O9 1.361, C30 1.567, C40 1.508, H73 1.090
36 C -13.4381 16.1506 12.3248  C14 1.531, H60 1.090, H85 1.090, H97 1.090
37 C -14.3986 16.4320 23.0759  C17 1.533, H49 1.090, H71 1.090, H95 1.090
38 C -14.4664 17.4579 19.0379  C22 1.564, H113 1.090, H116 1.090, H118 1.090
39 C -14.5760 12.0603 16.1104  C29 1.489, H79 1.090, H91 1.090, H103 1.090
40 C -18.1714 20.3575 21.5582  C35 1.508, H41 1.090, H108 1.090, H114 1.090
41 H -18.0319 21.1778 20.8542  C40 1.090
42 H -12.7554 14.2381 23.7442  C25 1.090
43 H -12.0552 21.2810 20.5510  C23 1.090
44 H -13.8626 12.1782 19.6297  C19 1.090
45 H -14.5313 18.0776 13.7598  O2 0.960
46 H -16.6700 12.8728 22.0950  C11 1.090
47 H -18.5884 17.6237 14.4354  C26 1.090
48 H -15.0415 12.9992 22.6435  C11 1.090
49 H -15.0304 15.5438 23.0854  C37 1.090
50 H -8.2896 19.1589 17.1676  O1 0.960
51 H -11.2785 20.4666 18.3752  C33 1.090
52 H -13.8525 23.2573 20.8795  C21 1.090
53 H -8.7958 22.3482 16.0572  C32 1.090
54 H -13.3545 22.1834 18.0416  C24 1.090
55 H -13.6431 16.0576 25.0710  C17 1.090
56 H -11.8523 15.4087 22.7244  C25 1.090
57 H -17.2072 18.0618 23.2032  C30 1.090
58 H -13.8515 21.5005 14.6180  C28 1.090
59 H -12.8488 24.6262 12.3391  C31 1.090
60 H -14.4642 16.2843 11.9822  C36 1.090
61 H -14.2563 23.8558 13.1522  C31 1.090
62 H -15.5977 22.7643 19.5271  O5 0.960
63 H -9.6358 20.0037 18.9046  C33 1.090
64 H -16.0712 19.4112 14.8215  C18 1.090
65 H -12.9534 24.7964 13.9557  C31 1.090
66 H -10.2231 22.7358 17.0402  C32 1.090
67 H -12.6866 22.4993 15.4881  C28 1.090
68 H -15.7129 18.3098 17.4402  C22 1.090
69 H -16.2361 19.3525 12.4826  O8 0.960
70 H -11.4192 22.8349 13.4228  C12 1.090
71 H -14.0478 16.5502 22.0507  C37 1.090
72 H -18.4734 20.5110 14.8005  C15 1.090
73 H -17.0282 19.0134 20.3088  C35 1.090
74 H -17.2570 21.0181 13.6781  C15 1.090
75 H -15.8620 13.7717 14.1586  C20 1.090
76 H -16.7189 17.1511 21.7392  C30 1.090
77 H -10.2612 20.4052 15.9651  C27 1.090
78 H -12.1757 22.2076 11.6083  O7 0.960
79 H -13.7270 11.7654 16.7270  C39 1.090
80 H -12.7619 18.4755 16.9263  C13 1.090
81 H -15.5305 11.6715 21.5368  C11 1.090
82 H -12.0500 18.4651 11.4825  C16 1.090
83 H -18.5519 19.9705 13.1353  C15 1.090
84 H -15.6553 13.4442 18.6690  O6 0.960
85 H -12.8411 16.0078 11.4241  C36 1.090
86 H -15.8655 20.7082 21.2076  O9 0.960
87 H -14.0284 19.5203 16.2496  C13 1.090
88 H -11.9377 17.0995 13.4799  C14 1.090
89 H -14.8411 15.0629 17.1447  O4 0.960
90 H -15.4051 14.6430 20.6437  C34 1.090
91 H -15.4194 11.6415 16.6594  C39 1.090
92 H -17.0697 16.9652 14.9300  C26 1.090
93 H -13.4633 20.3031 20.0956  C23 1.090
94 H -8.7705 22.2774 17.7945  C32 1.090
95 H -15.0814 17.2537 23.2918  C37 1.090
96 H -12.1302 21.1271 14.7315  C28 1.090
97 H -13.3575 15.2517 12.9360  C36 1.090
98 H -17.9993 18.1948 15.9303  C26 1.090
99 H -16.8724 13.4832 15.4374  C20 1.090
100 H -13.6552 19.6981 17.9478  C13 1.090
101 H -13.7839 18.8526 11.7738  C16 1.090
102 H -12.4177 23.4061 19.0549  C24 1.090
103 H -14.5445 11.5736 15.1355  C39 1.090
104 H -13.4328 13.9521 19.3973  C19 1.090
105 H -16.2268 15.1085 15.2847  C20 1.090
106 H -13.8294 14.0086 15.4725  C29 1.090
107 H -14.0161 23.6773 18.5299  C24 1.090
108 H -18.1007 20.8617 22.5220  C40 1.090
109 H -12.4376 19.5366 12.6832  C16 1.090
110 H -18.3587 17.6206 21.9286  C30 1.090
111 H -11.3869 15.1092 24.3908  C25 1.090
112 H -13.2814 18.1520 24.0387  O10 0.960
113 H -15.1870 16.6994 19.3436  C38 1.090
114 H -19.1423 19.9373 21.2958  C40 1.090
115 H -10.6197 18.9243 17.8997  C33 1.090
116 H -14.6702 18.3430 19.6405  C38 1.090
117 H -13.2454 20.9193 21.7484  C23 1.090
118 H -13.4032 17.3111 19.2282  C38 1.090
119 H -13.2264 13.1580 20.9003  C19 1.090
120 H -14.2032 16.9719 15.9295  O3 0.960


Entry 2:
ORCA calculation (ωB97M-V with the def2-TZVPD basis set) on 9 unconnected molecules or ions with the total composition C30H81N3O16 at a distorted geometry.

Last columns: bonded neighbours and bond lengths (Å).
CARTESIAN COORDINATES (ANGSTROEM)
1 O 19.3961 -2.6878 2.3438  C38 1.410, C47 1.380
2 O 22.4364 -3.0715 -13.1124  C28 1.269, C39 1.461
3 O 23.8873 -4.7767 -6.4780  C21 1.432, C33 1.409
4 O 20.1112 3.5860 -3.3474  C35 1.347, H102 0.987
5 O 21.0022 -3.5543 -2.1550  C31 1.357, H68 0.962
6 O 20.9637 -2.2929 -5.3790  C48 1.422, H92 0.967
7 O 22.7487 0.4574 -10.5209  C34 1.384, H130 0.994
8 O 22.9259 0.2943 -5.1483  C49 1.377, H71 0.978
9 O 24.1695 -0.1915 -2.1240  C20 1.415, C22 1.250
10 O 25.4391 2.6297 -5.0168  C43 1.467, H129 0.960
11 O 23.0950 4.0132 -2.5815  C45 1.414, H65 0.957
12 O 25.1755 -2.1959 -6.2382  C24 1.416, H82 0.964
13 O 24.1912 -3.9223 -0.8325  C23 1.429, H89 0.972
14 O 21.5838 3.6658 -7.1087  C27 1.445, C29 1.467
15 O 20.0529 0.3601 -4.4079  C37 1.405, H60 0.963
16 O 19.7883 -3.2221 -9.4455  C26 1.444, C44 1.235
17 N 21.0174 -1.1701 -0.6341  C36 1.437, C42 1.393, H127 1.025
18 N 20.3807 0.3026 -8.6320  C40 1.411, C41 1.500, H111 1.054
19 N 22.1734 -4.4180 -9.6919  C32 1.458, C46 1.475, H74 1.004
20 C 25.3683 -0.8785 -1.8169  O9 1.415, H67 1.065, H72 1.096, H115 1.103
21 C 24.2952 -5.7687 -5.5299  O3 1.432, H105 1.107, H108 1.105, H118 1.097
22 C 23.1281 -0.8376 -1.8796  O9 1.250, C36 1.540, H109 1.052, H110 1.065
23 C 24.7440 -4.6140 -1.9536  O13 1.429, C30 1.423, H69 1.072, H103 1.085
24 C 24.5486 -1.2922 -5.3469  O12 1.416, C49 1.436, H55 1.112, H120 1.162
25 C 24.4165 -0.6471 -9.4614  C34 1.422, H61 1.088, H70 1.139, H76 1.099
26 C 19.0940 -3.8965 -10.5172  O16 1.444, H78 1.092, H93 1.118, H101 1.066
27 C 23.0011 3.4207 -7.2467  O14 1.445, H51 1.100, H119 1.155, H125 1.060
28 C 22.3873 -3.8670 -12.1252  O2 1.269, C46 1.497, H80 1.071, H83 1.118
29 C 20.7436 2.7587 -7.8976  O14 1.467, C40 1.623, H85 1.039, H95 1.094
30 C 25.9404 -5.3506 -1.7254  C23 1.423, H63 1.063, H107 1.091, H123 1.010
31 C 20.5424 -2.8880 -3.2440  O5 1.357, C48 1.522, H54 1.151, H58 1.124
32 C 22.7427 -4.0297 -8.4075  N19 1.458, C33 1.510, H50 1.079, H121 1.118
33 C 23.1268 -5.2294 -7.5743  O3 1.409, C32 1.510, H52 1.115, H53 1.108
34 C 23.9022 0.6402 -9.7778  O7 1.384, C25 1.422, H84 1.101, H117 1.063
35 C 20.0734 2.5583 -4.2180  O4 1.347, C37 1.420, H57 1.112, H114 1.112
36 C 22.4353 -0.9736 -0.5110  N17 1.437, C22 1.540, H62 1.070, H81 1.054
37 C 20.2601 1.3740 -3.4572  O15 1.405, C35 1.420, H90 1.122, H128 1.112
38 C 20.3573 -2.5791 1.3179  O1 1.410, C42 1.451, H94 1.047, H100 1.097
39 C 21.6746 -1.8253 -13.0854  O2 1.461, H96 1.141, H99 1.092, H116 1.112
40 C 20.8264 1.1637 -7.6065  N18 1.411, C29 1.623, H112 1.072, H124 1.048
41 C 20.4601 -1.1802 -8.4231  N18 1.500, C44 1.546, H73 1.007, H113 1.101
42 C 20.4640 -1.3021 0.6370  N17 1.393, C38 1.451, H59 1.095, H79 1.086
43 C 24.9824 3.0301 -3.6811  O10 1.467, C45 1.431, H66 1.092, H122 1.082
44 C 19.7207 -1.9909 -9.5128  O16 1.235, C41 1.546, H77 1.086, H106 1.097
45 C 23.5577 3.1183 -3.5735  O11 1.414, C43 1.431, H64 1.086, H87 1.088
46 C 22.9041 -3.6721 -10.7337  N19 1.475, C28 1.497, H56 1.085, H104 1.108
47 C 19.9982 -2.5879 3.5812  O1 1.380, H88 1.033, H91 1.050, H98 1.087
48 C 21.3334 -3.3223 -4.4702  O6 1.422, C31 1.522, H86 1.086, H126 1.094
49 C 23.6345 -0.4495 -6.0646  O8 1.377, C24 1.436, H75 1.141, H97 1.128
50 H 23.5812 -3.3627 -8.5347  C32 1.079
51 H 23.4322 2.5159 -6.7923  C27 1.100
52 H 22.1374 -5.7270 -7.4430  C33 1.115
53 H 23.7716 -5.9303 -8.1409  C33 1.108
54 H 19.4364 -3.0919 -3.4881  C31 1.151
55 H 25.3828 -0.6812 -4.9374  C24 1.112
56 H 23.9637 -3.9038 -10.7700  C46 1.085
57 H 19.0871 2.4922 -4.7279  C35 1.112
58 H 20.7928 -1.8379 -2.9324  C31 1.124
59 H 20.7738 -0.5689 1.3889  C42 1.095
60 H 19.1421 0.3811 -4.7199  O15 0.963
61 H 24.7650 -1.1438 -10.3642  C25 1.088
62 H 22.4674 -0.0758 0.0706  C36 1.070
63 H 26.2907 -5.5989 -2.6976  C30 1.063
64 H 23.1503 3.4912 -4.5082  C45 1.086
65 H 22.1585 3.9949 -2.7769  O11 0.957
66 H 25.5125 3.9839 -3.6490  C43 1.092
67 H 25.3141 -1.3458 -0.8610  C20 1.065
68 H 20.8718 -4.4942 -2.3157  O5 0.962
69 H 24.0970 -5.3154 -2.4425  C23 1.072
70 H 23.6884 -1.1498 -8.7443  C25 1.139
71 H 22.1211 -0.2031 -4.9024  O8 0.978
72 H 25.4506 -1.6754 -2.5646  C20 1.096
73 H 20.1114 -1.4733 -7.5246  C41 1.007
74 H 21.2090 -4.1387 -9.6638  N19 1.004
75 H 22.9009 -1.1164 -6.6288  C49 1.141
76 H 25.4027 -0.6086 -8.9772  C25 1.099
77 H 20.0970 -1.7028 -10.4905  C44 1.086
78 H 18.2735 -4.3976 -9.9994  C26 1.092
79 H 19.4362 -0.9513 0.6061  C42 1.086
80 H 22.8414 -4.7541 -12.5180  C28 1.071
81 H 22.9858 -1.7801 -0.1132  C36 1.054
82 H 24.7102 -3.0396 -6.2564  O12 0.964
83 H 21.2901 -4.0782 -12.1017  C28 1.118
84 H 24.6693 1.2482 -10.2827  C34 1.101
85 H 21.1746 2.8822 -8.8349  C29 1.039
86 H 22.3888 -3.2624 -4.2200  C48 1.086
87 H 23.1389 2.1496 -3.3073  C45 1.088
88 H 19.3704 -2.7879 4.3767  C47 1.033
89 H 24.3452 -4.6275 -0.1822  O13 0.972
90 H 21.2745 1.2632 -2.9905  C37 1.122
91 H 20.2812 -1.5777 3.6195  C47 1.050
92 H 20.0830 -1.9736 -5.1375  O6 0.967
93 H 18.6452 -3.2174 -11.2833  C26 1.118
94 H 19.9366 -3.2981 0.6834  C38 1.047
95 H 19.7186 3.1419 -7.8977  C29 1.094
96 H 21.7126 -1.4582 -12.0062  C39 1.141
97 H 24.2023 0.1853 -6.8039  C49 1.128
98 H 20.6836 -3.4272 3.6684  C47 1.087
99 H 21.8663 -1.1756 -13.9417  C39 1.092
100 H 21.3686 -2.8844 1.6149  C38 1.097
101 H 19.6729 -4.6694 -10.9684  C26 1.066
102 H 19.7514 4.3401 -3.8724  O4 0.987
103 H 24.9473 -3.8600 -2.7071  C23 1.085
104 H 22.8330 -2.5826 -10.5465  C46 1.108
105 H 23.4223 -6.1566 -4.9700  C21 1.107
106 H 18.6692 -1.6947 -9.4170  C44 1.097
107 H 26.6939 -4.6561 -1.3503  C30 1.091
108 H 25.0786 -5.2386 -4.9591  C21 1.105
109 H 23.3325 -1.7832 -2.2937  C22 1.052
110 H 22.3906 -0.4005 -2.5107  C22 1.065
111 H 19.3987 0.5485 -8.9239  N18 1.054
112 H 20.2108 1.0960 -6.7315  C40 1.072
113 H 21.5498 -1.3357 -8.4438  C41 1.101
114 H 20.8056 2.6847 -5.0459  C35 1.112
115 H 26.3067 -0.2997 -1.8451  C20 1.103
116 H 20.6207 -2.0372 -13.3700  C39 1.112
117 H 23.6862 1.1143 -8.8518  C34 1.063
118 H 24.7891 -6.5703 -6.0920  C21 1.097
119 H 23.4833 4.4479 -7.0290  C27 1.155
120 H 24.0348 -1.7983 -4.4358  C24 1.162
121 H 21.9877 -3.4105 -7.8640  C32 1.118
122 H 25.4457 2.4166 -2.9201  C43 1.082
123 H 25.8261 -6.2182 -1.2210  C30 1.010
124 H 21.8266 0.8659 -7.5168  C40 1.048
125 H 23.2456 3.1698 -8.2471  C27 1.060
126 H 21.0196 -4.2640 -4.9292  C48 1.094
127 H 20.8485 -2.0448 -1.1410  N17 1.025
128 H 19.4739 1.1437 -2.7051  C37 1.112
129 H 25.1808 1.7107 -5.1179  O10 0.960
130 H 22.0284 0.6105 -9.8527  O7 0.994


Asked for gap between HOMO and LUMO across the records above, the calculation gives 9.1; 8.6 eV in order.
Asked for relative energy (zero: lowest compared OMol25 entry of this formula, charge and spin) across the records above, the calculation gives 62.45; 81.09 kcal per mole in order.
Asked for LUMO level across the records above, the calculation gives 0.198; 0.060 eV in order.